Here is a structure of composition C49H59BrDyIN2O2S2 in a non-equilibrium geometry from the OMol25 dataset. Energies are from ωB97M-V/def2-TZVPD.

HOMO energy (spin up / spin down)   -6.1 / -6.1 eV
LUMO energy (spin up / spin down)   -0.041 / -0.041 hartree
Largest force on an atom   0.108 Eh/bohr

```
! wB97M-V def2-TZVPD RIJCOSX def2/J DEFGRID3
* xyz 0 6
Dy -16.06 -12.68 1.66
C -22.11 -16.12 -1.67
C -21.07 -15.92 -0.57
C -21.50 -15.16 0.75
C -20.71 -17.31 -0.05
C -19.91 -15.09 -1.03
C -18.68 -15.51 -0.55
C -17.51 -14.56 -0.27
N -17.39 -14.50 1.24
C -16.53 -15.35 1.75
C -16.88 -16.42 2.68
C -16.18 -17.63 2.59
C -15.17 -17.69 1.52
C -14.50 -16.53 1.10
C -15.07 -15.24 1.42
O -14.36 -14.11 1.54
C -13.05 -16.67 0.66
C -12.99 -16.15 -0.74
C -12.48 -18.13 0.65
C -12.11 -15.88 1.56
C -16.55 -18.87 3.50
C -18.07 -18.94 3.64
C -15.83 -18.65 4.82
C -16.20 -20.23 2.83
C -17.79 -13.12 -0.69
O -16.81 -12.27 -0.45
C -18.97 -12.83 -1.39
C -19.89 -13.83 -1.60
C -19.28 -11.50 -2.12
C -18.50 -10.29 -1.65
C -19.14 -11.72 -3.66
C -20.73 -11.04 -1.92
H -22.87 -16.82 -1.39
H -21.55 -16.56 -2.54
H -22.52 -15.19 -2.09
H -22.42 -15.56 1.17
H -21.64 -14.10 0.51
H -20.75 -15.17 1.57
H -21.56 -18.01 0.16
H -20.07 -17.29 0.85
H -20.12 -17.82 -0.81
H -18.55 -16.56 -0.26
H -17.88 -16.28 3.17
H -14.82 -18.67 1.18
H -13.70 -16.55 -1.53
H -11.97 -16.18 -1.17
H -13.22 -15.05 -0.61
H -12.98 -18.65 -0.13
H -12.65 -18.55 1.65
H -11.38 -18.14 0.51
H -12.47 -14.81 1.60
H -11.07 -15.79 1.24
H -12.11 -16.25 2.60
H -18.42 -18.23 4.39
H -18.43 -19.95 3.91
H -18.49 -18.66 2.68
H -16.55 -18.31 5.57
H -15.01 -17.93 4.83
H -15.37 -19.52 5.28
H -16.46 -20.11 1.77
H -16.76 -21.11 3.13
H -15.13 -20.49 2.92
H -20.80 -13.66 -2.13
H -17.43 -10.55 -1.62
H -18.68 -10.05 -0.58
H -18.77 -9.39 -2.25
H -18.35 -12.42 -3.89
H -18.98 -10.79 -4.24
H -20.01 -12.21 -4.10
H -20.95 -11.24 -0.86
H -21.44 -11.58 -2.56
H -20.85 -9.94 -2.14
S -17.64 -9.50 4.89
C -18.16 -11.10 5.26
C -18.93 -11.47 6.39
C -18.95 -12.85 6.74
C -18.63 -13.91 5.78
C -18.16 -13.53 4.48
C -17.90 -12.08 4.30
N -17.28 -11.52 3.17
C -16.75 -10.32 3.48
C -15.59 -9.92 2.58
C -14.94 -8.72 2.72
C -14.20 -8.28 1.61
C -14.14 -9.04 0.35
C -14.83 -10.30 0.30
C -15.20 -10.68 1.57
H -19.54 -10.70 6.87
H -19.29 -13.13 7.78
H -18.86 -15.00 6.07
H -17.78 -14.16 3.66
H -14.89 -8.34 3.75
H -13.67 -7.33 1.73
H -13.82 -8.54 -0.60
H -14.89 -10.97 -0.53
H -16.34 -14.84 -0.74
C -12.64 -13.71 4.56
S -12.77 -12.22 3.52
C -12.64 -10.90 4.71
H -13.24 -13.64 5.46
H -11.59 -13.94 4.72
H -13.07 -14.48 3.91
H -13.54 -10.30 4.61
H -11.80 -10.27 4.43
H -12.58 -11.22 5.75
Br -10.47 -10.71 -3.61
C -11.39 -11.11 -5.36
C -11.01 -10.44 -6.49
C -11.66 -10.70 -7.72
C -12.74 -11.55 -7.78
C -13.13 -12.25 -6.63
C -12.48 -11.97 -5.38
I -13.14 -12.74 -3.51
H -10.25 -9.65 -6.43
H -11.33 -10.04 -8.56
H -13.29 -11.73 -8.71
H -13.83 -13.10 -6.72
*
```

Atomic partial charges in e from the Mulliken method, atoms 1 to 2:
1 Dy -1.32
2 C -1.73